ORCA calculation (ωB97M-V/def2-TZVPD) on a molecular structure, C28H55O2Si4Sn in a non-equilibrium geometry.

Results
Molecular weight = 654.801 g mol⁻¹
Highest occupied orbital energy (spin up / spin down) = -10.75 / -10.74 eV
Net charge = +1
LUMO energy (spin up / spin down) = -6.4 / -6.5 eV
Electronic energy = -71356.075 eV
ΔE to the lowest compared entry with this formula, charge and spin = 0.472 eV

Geometry (Å):
O  0.40  0.16  -6.79
C  0.32  1.40  -7.54
C  0.21  0.69  -8.88
H  1.23  2.00  -7.41
H  -0.58  1.96  -7.26
C  0.33  -0.58  -8.03
H  1.03  0.88  -9.57
H  -0.77  0.82  -9.36
C  1.58  -1.41  -8.22
H  2.48  -0.82  -8.04
H  1.60  -1.81  -9.24
H  1.56  -2.25  -7.52
C  -0.89  -1.47  -8.10
H  -1.80  -0.91  -7.88
H  -0.78  -2.32  -7.42
H  -0.96  -1.87  -9.12
Sn  -0.07  -0.05  0.44
C  -2.47  -0.42  0.85
C  -2.36  1.01  0.55
C  -2.37  1.15  -0.87
H  -2.37  1.80  1.30
C  -2.50  -0.15  -1.44
C  -2.58  -1.11  -0.40
H  -2.76  -2.18  -0.51
H  -2.64  -0.84  1.84
H  -2.42  2.09  -1.40
H  -2.66  -0.36  -2.50
C  1.67  -1.81  0.89
C  0.65  -2.51  0.14
C  0.87  -2.24  -1.24
H  -0.07  -3.21  0.57
C  2.00  -1.38  -1.36
C  2.50  -1.11  -0.06
H  3.39  -0.52  0.18
H  1.91  -1.97  1.94
H  0.31  -2.68  -2.06
H  2.43  -1.05  -2.30
O  1.22  -0.02  -4.39
C  -0.20  -0.33  -4.34
C  -1.03  0.95  -4.53
H  -0.40  -0.72  -3.32
H  -0.41  -1.12  -5.07
C  -0.01  2.08  -4.32
H  -1.83  1.00  -3.80
H  -1.47  0.97  -5.53
C  1.28  1.34  -3.89
H  -0.36  2.79  -3.55
H  0.17  2.63  -5.24
H  1.29  1.31  -2.78
H  2.22  1.80  -4.25
C  3.38  -0.18  3.92
Si  1.96  1.05  4.06
C  2.04  1.83  5.78
C  2.16  2.39  2.74
Si  -0.07  0.01  3.55
Si  -0.09  -1.85  4.97
C  0.52  -1.50  6.73
C  -1.86  -2.50  5.09
C  1.00  -3.23  4.29
Si  -1.65  1.42  4.55
C  -1.56  1.48  6.45
C  -1.35  3.17  3.91
C  -3.41  0.88  4.12
H  4.30  0.34  4.22
H  3.52  -0.53  2.89
H  3.25  -1.05  4.58
H  3.03  2.30  5.87
H  1.28  2.62  5.92
H  1.93  1.10  6.59
H  2.18  1.96  1.72
H  1.36  3.14  2.78
H  3.13  2.89  2.92
H  -0.14  -0.83  7.29
H  0.56  -2.47  7.25
H  1.54  -1.07  6.73
H  -2.24  -2.78  4.10
H  -1.84  -3.41  5.72
H  -2.55  -1.78  5.55
H  0.65  -3.56  3.30
H  2.06  -2.93  4.21
H  0.94  -4.08  4.99
H  -0.56  1.77  6.82
H  -2.28  2.25  6.77
H  -1.85  0.53  6.90
H  -1.41  3.22  2.81
H  -2.13  3.82  4.34
H  -0.37  3.57  4.22
H  -3.65  1.07  3.07
H  -3.58  -0.18  4.34
H  -4.10  1.48  4.74

ORCA calculation (ωB97M-V/def2-TZVPD) on a molecular structure, C19H38INO16Si2.

Results
Molecular weight = 719.580 g mol⁻¹
Highest occupied orbital energy = -9.87 eV
Net charge = 0
LUMO energy = 0.4 eV
Electronic energy = -78426.853 eV
ΔE to the lowest compared entry with this formula, charge and spin = 0.000 eV

Geometry (Å):
C  7.19  5.17  3.08
C  6.30  5.71  2.48
Si  4.91  6.50  1.63
I  4.83  8.83  2.31
O  3.52  5.76  2.05
Si  2.26  5.44  1.01
C  0.79  4.90  2.02
C  0.01  6.05  2.60
N  -0.87  6.76  2.03
H  7.99  4.70  3.59
H  5.08  6.44  0.17
H  2.64  4.34  0.10
H  1.96  6.64  0.21
H  0.13  4.32  1.35
H  1.14  4.22  2.80
H  0.25  6.31  3.64
H  -1.03  6.44  1.07
C  0.67  0.05  -0.88
O  0.00  1.24  -0.42
C  -1.31  1.24  -0.60
O  -1.96  0.36  -1.09
O  -1.79  2.40  -0.13
C  -3.21  2.54  -0.27
H  1.73  0.22  -0.67
H  0.31  -0.82  -0.34
H  0.52  -0.08  -1.95
H  -3.73  1.74  0.25
H  -3.49  2.53  -1.32
H  -3.46  3.50  0.18
C  4.05  1.43  -5.47
O  3.81  1.02  -4.12
C  4.67  1.51  -3.23
O  5.60  2.24  -3.47
O  4.33  1.04  -2.03
C  5.14  1.51  -0.95
H  3.27  0.95  -6.06
H  4.00  2.51  -5.56
H  5.03  1.08  -5.80
H  5.06  2.60  -0.86
H  6.18  1.23  -1.07
H  4.73  1.04  -0.06
C  -4.55  -1.82  1.31
O  -4.94  -0.63  2.01
C  -5.29  -0.82  3.28
O  -5.31  -1.88  3.85
O  -5.61  0.36  3.81
C  -6.00  0.30  5.19
H  -4.30  -1.49  0.30
H  -3.69  -2.28  1.78
H  -5.38  -2.53  1.28
H  -5.20  -0.09  5.80
H  -6.89  -0.32  5.30
H  -6.23  1.33  5.47
C  -4.66  -4.94  4.25
O  -5.00  -6.05  3.40
C  -3.96  -6.70  2.90
O  -2.80  -6.44  3.09
O  -4.41  -7.71  2.15
C  -3.39  -8.50  1.54
H  -5.60  -4.50  4.56
H  -4.09  -5.28  5.11
H  -4.08  -4.20  3.69
H  -2.76  -8.96  2.30
H  -2.77  -7.88  0.89
H  -3.91  -9.26  0.97
C  3.90  -2.53  -4.03
O  3.39  -3.41  -5.03
C  2.06  -3.44  -5.10
O  1.30  -2.80  -4.42
O  1.71  -4.29  -6.07
C  0.29  -4.42  -6.25
H  4.98  -2.62  -4.08
H  3.59  -1.50  -4.22
H  3.55  -2.83  -3.04
H  -0.14  -3.46  -6.53
H  -0.18  -4.78  -5.34
H  0.17  -5.14  -7.06

ORCA calculation (ωB97M-V/def2-TZVPD) on C22H27N3O5S in the gas phase in a non-equilibrium geometry.

Results
Molecular weight = 445.541 g mol⁻¹
Highest occupied orbital energy = -8.49 eV
Net charge = 0
LUMO energy = 0.7 eV
Electronic energy = -48796.196 eV
ΔE to the lowest compared entry with this formula, charge and spin = 1.074 eV
Structure (SMILES) = CC(=O)NCCC(=O)Nc1cc(S(=O)(=O)N2CCCCC2)ccc1Oc1ccccc1

Geometry (Å):
C  -0.69  -3.65  -0.33
C  0.70  -3.25  0.09
O  0.93  -2.71  1.16
N  1.66  -3.52  -0.82
C  3.10  -3.41  -0.66
C  3.58  -2.13  0.06
C  3.00  -0.92  -0.65
O  3.38  -0.54  -1.74
N  1.98  -0.34  0.05
C  1.05  0.54  -0.54
C  -0.29  0.18  -0.48
C  -1.25  0.90  -1.15
S  -2.90  0.22  -1.12
O  -3.75  1.00  -1.97
O  -2.79  -1.19  -1.40
N  -3.25  0.36  0.51
C  -4.16  -0.63  1.05
C  -5.62  -0.29  0.74
C  -5.94  1.11  1.25
C  -4.99  2.12  0.62
C  -3.54  1.72  0.91
C  -0.90  2.02  -1.89
C  0.41  2.43  -1.89
C  1.41  1.71  -1.22
O  2.66  2.21  -1.33
C  3.59  2.02  -0.33
C  4.93  1.93  -0.72
C  5.91  1.79  0.23
C  5.58  1.75  1.58
C  4.26  1.86  1.96
C  3.26  2.00  1.02
H  -1.17  -2.83  -0.88
H  -0.69  -4.53  -0.96
H  -1.29  -3.83  0.56
H  1.35  -3.94  -1.69
H  3.46  -4.28  -0.10
H  3.53  -3.43  -1.66
H  4.66  -2.10  -0.02
H  3.28  -2.15  1.10
H  1.59  -0.92  0.79
H  -0.59  -0.70  0.07
H  -3.88  -1.58  0.60
H  -4.00  -0.67  2.13
H  -5.76  -0.32  -0.35
H  -6.27  -1.03  1.19
H  -6.98  1.37  1.01
H  -5.84  1.13  2.34
H  -5.18  3.12  1.01
H  -5.13  2.13  -0.46
H  -2.85  2.37  0.38
H  -3.34  1.80  1.99
H  -1.67  2.55  -2.43
H  0.72  3.32  -2.43
H  5.16  1.95  -1.78
H  6.95  1.72  -0.08
H  6.36  1.64  2.32
H  4.00  1.83  3.01
H  2.23  2.10  1.32

ORCA calculation (ωB97M-V/def2-TZVPD) on C22H19N3O3S in the gas phase in a non-equilibrium geometry.

Results
Molecular weight = 405.479 g mol⁻¹
Highest occupied orbital energy = -8.50 eV
Net charge = 0
LUMO energy = 0.2 eV
Electronic energy = -44572.889 eV
ΔE to the lowest compared entry with this formula, charge and spin = 0.009 eV
Structure (SMILES) = CCc1cccc(NC(=O)c2ccc(Cn3c(=O)[nH]c4ccsc4c3=O)cc2)c1

Geometry (Å):
C  -2.62  1.27  5.77
C  -2.26  0.01  4.99
C  -1.43  0.35  3.79
C  -2.02  0.65  2.57
C  -1.25  1.02  1.49
C  0.13  1.10  1.60
C  0.74  0.77  2.80
N  2.13  0.84  2.97
C  3.13  0.60  2.08
O  4.28  0.88  2.36
C  2.75  -0.07  0.80
C  1.95  -1.20  0.79
C  1.65  -1.83  -0.40
C  2.14  -1.34  -1.60
C  1.76  -1.98  -2.90
N  0.57  -1.33  -3.46
C  -0.65  -1.82  -3.04
O  -0.77  -2.76  -2.29
N  -1.76  -1.18  -3.55
C  -1.68  -0.13  -4.42
C  -2.74  0.60  -5.00
C  -2.28  1.58  -5.82
S  -0.57  1.66  -5.91
C  -0.44  0.33  -4.81
C  0.79  -0.26  -4.34
O  1.91  0.08  -4.65
C  2.96  -0.21  -1.59
C  3.28  0.41  -0.40
C  -0.05  0.42  3.90
H  -1.72  1.77  6.11
H  -3.23  1.02  6.64
H  -3.18  1.96  5.14
H  -1.71  -0.68  5.64
H  -3.18  -0.49  4.67
H  -3.10  0.59  2.48
H  -1.72  1.27  0.55
H  0.72  1.41  0.75
H  2.45  1.11  3.89
H  1.57  -1.60  1.72
H  1.01  -2.70  -0.41
H  1.51  -3.04  -2.76
H  2.55  -1.87  -3.64
H  -2.66  -1.53  -3.25
H  -3.78  0.40  -4.82
H  -2.86  2.28  -6.39
H  3.35  0.17  -2.52
H  3.92  1.28  -0.38
H  0.43  0.19  4.84

Q: molecular weight of number 4 (C22H19N3O3S)?
A: 405.479 g mol⁻¹